Density functional theory data (ωB97M-V/def2-TZVPD) for a molecular structure, C29H33IIrN6OS at a distorted geometry.

CARTESIAN COORDINATES (ANGSTROEM)
Ir: 0.319 0.329 -0.140
C: -1.727 -0.204 -2.307
C: -2.618 -0.688 -1.179
C: -1.927 -1.755 -0.392
C: -2.539 -2.974 -0.144
C: -1.878 -3.955 0.575
C: -0.599 -3.679 1.047
C: -0.050 -2.451 0.772
N: -0.679 -1.499 0.048
N: -0.771 0.875 -1.874
C: 0.267 1.073 -2.938
C: 1.082 -0.164 -2.976
C: 1.620 -0.719 -4.118
C: 2.276 -1.941 -4.033
C: 2.327 -2.578 -2.799
C: 1.780 -1.962 -1.695
N: 1.187 -0.750 -1.763
C: -1.472 2.177 -1.685
C: -1.919 2.321 -0.281
C: -2.933 3.184 0.070
C: -3.249 3.352 1.413
C: -2.539 2.616 2.348
C: -1.556 1.743 1.929
N: -1.223 1.599 0.628
H: -2.318 0.198 -3.132
H: -1.138 -1.025 -2.709
H: -3.553 -1.064 -1.591
H: -2.896 0.127 -0.510
H: -3.539 -3.142 -0.520
H: -2.349 -4.911 0.768
H: -0.035 -4.403 1.620
H: 0.940 -2.205 1.136
H: 0.856 1.945 -2.676
H: -0.215 1.283 -3.896
H: 1.500 -0.209 -5.065
H: 2.712 -2.395 -4.914
H: 2.788 -3.550 -2.683
H: 1.819 -2.448 -0.734
H: -2.319 2.234 -2.372
H: -0.786 2.981 -1.954
H: -3.463 3.724 -0.704
H: -4.038 4.031 1.714
H: -2.752 2.695 3.406
H: -1.030 1.120 2.627
S: 2.193 4.548 0.243
C: 3.055 3.612 -0.894
C: 2.460 2.411 -1.057
N: 1.313 2.226 -0.296
C: 1.090 3.301 0.449
H: 3.941 3.987 -1.385
H: 2.818 1.631 -1.710
H: 0.261 3.401 1.130
I: 1.416 1.268 3.405
C: 2.644 0.233 2.100
C: 3.856 -0.138 2.678
C: 4.860 -0.700 1.917
C: 4.633 -0.803 0.551
C: 3.411 -0.436 0.047
N: 2.368 0.027 0.790
H: 4.006 0.047 3.733
H: 5.799 -1.000 2.364
H: 5.397 -1.151 -0.132
H: 3.288 -0.469 -1.017
C: -3.408 -0.905 2.935
C: -2.142 -1.527 3.468
O: -0.971 -0.910 2.845
H: -4.261 -1.515 3.233
H: -3.405 -0.854 1.843
H: -3.576 0.093 3.338
H: -2.119 -2.601 3.268
H: -2.073 -1.393 4.548
H: -0.217 -1.317 3.290

Calculated values
Net charge: +4
Orbital gap (alpha / beta): 6.93 / 4.91 eV
Lowest unoccupied orbital energy (alpha / beta): -13.19 / -15.19 eV
Highest occupied orbital energy (alpha / beta): -20.114 / -20.103 eV
Multiplicity: 2
Energy: -2327.4011 Eh
⟨S²⟩: 0.75

Atom charges from the Mulliken analysis, given in e for atoms 1 to 5: 2.49, -0.91, -0.99, 0.27, -0.81

=====

Density functional theory data (ωB97M-V/def2-TZVPD) for a single C4H4N2O molecule at a distorted geometry.

CARTESIAN COORDINATES (ANGSTROEM)
O: 2.483 1.241 0.441
C: 1.937 0.172 0.342
C: 0.526 0.016 -0.093
C: -0.312 -1.167 0.069
N: -1.550 -0.882 -0.163
C: -1.527 0.516 -0.442
N: -0.177 1.008 -0.536
H: 2.448 -0.775 0.615
H: 0.018 -2.158 0.368
H: -2.310 0.905 -1.093
H: -1.535 1.124 0.491

Calculated values
Net charge: 0
SMILES string: O=CC1=NCN=C1
Orbital gap: 9.79 eV
Lowest unoccupied orbital energy: -0.61 eV
Highest occupied orbital energy: -10.394 eV
Energy: -339.5094 Eh

Atom charges from the Mulliken analysis, given in e for atoms 1 to 5: -0.43, -0.17, 0.70, -0.16, -0.49

=====

Density functional theory data (ωB97M-V/def2-TZVPD) for a single C4H4N4O molecule at a distorted geometry.

CARTESIAN COORDINATES (ANGSTROEM)
C: 0.455 1.748 -0.468
C: -0.939 0.191 0.512
C: -0.464 -2.181 0.539
C: 0.988 -0.538 -0.598
H: 0.127 3.535 -0.272
H: -1.783 -0.110 1.103
H: 0.247 -2.962 0.199
H: 1.671 -1.352 -0.867
N: 0.773 2.929 -0.761
N: -0.720 1.424 0.247
N: -0.128 -0.871 0.180
N: 1.274 0.633 -0.952
O: -1.500 -2.446 1.136

Calculated values
Net charge: 0
SMILES string: N=c1ncn(C=O)cn1
Orbital gap: 9.53 eV
Lowest unoccupied orbital energy: -0.28 eV
Highest occupied orbital energy: -9.805 eV
Energy: -449.0748 Eh

Atom charges from the Mulliken analysis, given in e for atoms 1 to 5: 0.41, 0.09, 0.17, 0.16, 0.29

=====

Density functional theory data (ωB97M-V/def2-TZVPD) for a molecular structure, C37H48N10O6S at a distorted geometry.

CARTESIAN COORDINATES (ANGSTROEM)
S: -9.097 -25.348 21.243
O: -8.669 -23.996 21.694
O: -7.974 -25.841 20.442
O: -9.275 -26.205 22.416
O: -10.247 -25.303 20.520
N: -13.329 -26.264 19.022
C: -14.345 -25.324 19.061
C: -15.486 -26.141 18.367
C: -15.071 -27.524 18.062
C: -13.607 -27.488 18.448
H: -12.336 -26.074 19.292
H: -14.142 -24.344 19.501
H: -16.409 -25.903 18.267
H: -15.619 -28.189 17.490
H: -12.751 -28.270 18.309
N: -10.776 -21.502 23.143
C: -10.692 -20.716 24.337
C: -12.036 -19.967 24.307
C: -12.848 -20.466 23.226
C: -11.917 -21.452 22.436
H: -9.899 -21.998 22.880
H: -9.764 -20.680 24.887
H: -12.098 -19.143 24.906
H: -13.834 -20.117 23.043
H: -12.123 -22.105 21.549
N: -6.826 -22.316 21.734
C: -5.817 -22.087 20.770
C: -4.859 -21.127 21.347
C: -5.461 -20.866 22.760
C: -6.693 -21.639 22.869
H: -7.529 -23.269 21.777
H: -5.926 -22.539 19.568
H: -3.942 -20.720 20.821
H: -4.941 -20.249 23.590
H: -7.300 -21.610 23.732
N: -11.389 -23.813 17.818
C: -12.287 -23.528 16.889
C: -11.820 -22.262 16.183
C: -10.558 -21.826 16.817
C: -10.246 -22.844 17.910
H: -11.097 -24.642 18.621
H: -13.132 -24.136 16.715
H: -12.558 -21.869 15.503
H: -10.044 -20.970 16.543
H: -9.559 -22.986 18.570
N: -9.025 -27.720 17.797
C: -8.179 -28.823 17.558
C: -8.366 -29.393 16.286
C: -9.493 -28.684 15.752
C: -9.961 -27.616 16.723
H: -8.968 -27.018 18.657
H: -7.454 -29.119 18.411
H: -7.937 -30.293 15.751
H: -9.986 -28.880 14.846
H: -10.645 -26.986 16.762
N: -11.011 -28.669 22.101
C: -10.581 -29.821 22.891
C: -11.502 -30.986 22.666
C: -12.579 -30.340 21.765
C: -12.235 -28.935 21.470
H: -10.428 -27.684 21.802
H: -9.597 -29.831 23.438
H: -11.359 -31.930 23.210
H: -13.307 -30.725 21.210
H: -12.648 -28.188 20.900
N: -6.281 -26.169 17.176
C: -5.549 -26.365 15.992
C: -4.680 -25.178 15.744
C: -5.077 -24.212 16.907
C: -6.027 -24.954 17.809
H: -7.201 -26.639 17.631
H: -5.874 -27.183 15.325
H: -3.862 -25.006 15.037
H: -4.735 -23.229 17.143
H: -6.649 -24.550 18.930
N: -5.649 -26.651 21.122
C: -5.198 -27.893 21.500
C: -3.700 -27.869 21.629
C: -3.283 -26.493 21.130
C: -4.580 -25.812 20.788
H: -6.653 -26.433 20.937
H: -6.046 -28.569 21.786
H: -3.377 -28.904 22.270
H: -2.234 -26.181 21.117
H: -4.763 -24.887 20.433
N: -8.154 -26.079 24.733
C: -7.405 -27.085 25.260
C: -7.136 -26.724 26.779
C: -7.887 -25.511 26.986
C: -8.449 -25.016 25.530
H: -8.522 -26.192 23.733
H: -6.929 -27.790 24.808
H: -6.570 -27.234 27.525
H: -7.977 -24.795 27.738
H: -8.778 -24.059 25.270
C: -5.154 -24.468 23.794
N: -4.777 -24.108 25.170
O: -4.121 -24.773 25.886
O: -5.177 -22.897 25.483
H: -4.856 -25.602 23.824
H: -4.401 -23.981 23.085
H: -6.271 -24.462 23.316

Calculated values
Net charge: -2
Orbital gap: 7.06 eV
Lowest unoccupied orbital energy: 4.18 eV
Highest occupied orbital energy: -2.882 eV
Energy: -2835.1904 Eh

Atom charges from the Mulliken analysis, given in e for atoms 1 to 5: 0.49, -0.33, -1.00, -0.83, -0.15